The following is a quantum chemistry calculation of 3 unconnected molecules or ions with the total composition C26H51Cl3N6O6PS at a distorted geometry, from the Open Molecules 2025 dataset.

Structure (XYZ):
```
94
Properties=species:S:1:pos:R:3:forces:R:3:mulliken_charge:R:1
C 5.22408 -2.97134 2.81536 -0.72 -0.34 -0.11 -1.4434
C 4.04125 -2.05829 3.20476 0.82 0.66 -0.31 0.8006
C 4.47759 -0.58988 3.44547 -0.60 -0.39 0.83 -1.2427
C 3.31297 0.39779 3.19825 1.24 -0.21 -0.29 -0.0990
C 3.08891 0.68036 1.70951 -0.11 0.19 0.21 0.6561
C 2.24511 1.95675 1.44641 0.92 -0.12 -0.67 -1.3324
C 1.39345 1.86141 0.16459 0.33 0.46 0.67 -0.5272
P -0.33067 1.00367 0.22550 0.22 0.62 0.11 -0.3659
C -2.13586 0.36611 0.14745 0.24 -0.60 0.69 -1.5125
C -2.37227 -1.14747 0.30472 -1.75 0.17 -0.53 0.3450
C -3.85858 -1.47636 -0.06947 0.71 0.85 -0.01 -1.0851
C -4.89301 -0.86557 0.87565 -0.64 -0.38 -1.03 -0.3820
N -6.22774 -1.03590 0.22145 0.42 -0.18 1.16 -0.2441
C -7.30253 -0.71249 1.06832 -1.24 0.03 -0.88 0.5538
C -8.61690 -1.41596 0.72153 0.38 0.27 -0.81 -1.0856
O -7.25915 0.05137 1.99668 0.52 -0.08 0.67 -0.5484
C -0.24417 0.41402 2.07866 0.19 0.19 0.37 0.2393
Cl 0.34616 -1.24128 2.45921 -0.31 0.45 -0.17 -0.2947
C -0.61985 1.06587 3.18213 0.11 -0.29 0.08 0.5080
C -0.59984 0.50896 4.59169 -0.58 0.91 0.12 -1.3271
Cl -1.24797 2.72211 3.08014 0.16 -0.42 0.11 -0.2056
O 0.41027 -0.50184 -0.22525 -0.41 0.80 -1.07 0.2442
C 0.48562 -0.68937 -1.62252 0.80 -1.23 0.81 -1.0167
C 1.93985 -1.00569 -2.04971 -0.71 -0.19 -0.67 -0.7822
C 2.59038 -2.10092 -1.18577 0.72 0.33 -0.61 -1.1128
O 3.92887 -1.70128 -0.83333 -0.25 0.00 0.68 -0.5436
C -0.23610 0.49648 -2.41548 1.38 -0.25 2.05 1.7526
C 0.64492 1.13888 -3.49432 -0.44 0.11 -0.65 -1.6273
C -0.05314 2.07542 -4.51764 0.71 -0.22 -0.63 0.2198
C -0.22349 1.47136 -5.92797 -0.99 0.20 0.52 -1.2549
Cl -1.64696 2.73620 -4.00146 0.19 0.13 -0.02 -0.2588
N -1.47161 -0.22145 -2.97767 0.78 0.48 -1.42 -0.2851
C -1.29433 -0.90644 -3.94889 -0.79 -1.20 0.21 0.3214
S -1.12461 -2.04447 -5.07525 -0.07 0.87 0.50 -0.3620
O -0.47594 1.45612 -1.48801 -0.46 -0.44 -0.95 -0.3569
H 6.02469 -2.42536 2.31293 -0.05 0.01 0.06 0.3243
H 4.85591 -3.73371 2.11888 0.22 -0.01 0.05 0.3662
H 5.62573 -3.50443 3.68177 0.12 0.20 -0.04 0.3358
H 3.28734 -2.02766 2.41237 0.08 -0.30 0.06 -0.3290
H 3.58885 -2.43752 4.12534 -0.20 0.04 -0.17 0.0906
H 5.37374 -0.32362 2.87504 -0.22 -0.03 -0.23 0.5238
H 4.76800 -0.52127 4.50401 0.08 0.10 -0.13 0.3327
H 2.43391 -0.02670 3.68877 -0.13 0.39 -0.02 -0.4791
H 3.62591 1.34405 3.66009 -0.45 -0.03 0.14 0.4640
H 4.08492 0.84152 1.27433 -0.12 -0.03 -0.04 0.7662
H 2.68642 -0.17577 1.16214 -0.18 0.00 0.24 -0.7738
H 3.00167 2.73645 1.25274 -0.24 0.09 0.18 0.6011
H 1.71596 2.30061 2.33865 -0.29 -0.25 -0.12 0.3066
H 2.05385 1.45452 -0.61406 -0.19 -0.20 0.08 -0.1811
H 1.19118 2.89569 -0.15377 -0.24 -0.20 -0.01 0.5376
H -0.82601 2.32451 0.50668 -0.31 -0.43 0.34 0.5933
H -2.69172 0.85680 0.95984 0.35 0.11 -0.02 0.5839
H -2.58428 0.75001 -0.77269 0.10 -0.19 -0.11 0.5993
H -2.23708 -1.47193 1.33995 0.47 -0.04 -0.15 0.4105
H -1.78465 -1.74866 -0.39048 0.36 0.10 0.31 -0.2572
H -4.00813 -1.01151 -1.05587 -0.08 -0.22 0.01 0.3318
H -4.01395 -2.55260 -0.19057 -0.12 0.06 0.18 0.3685
H -4.75175 0.20031 1.05046 0.43 -0.14 0.28 0.3958
H -4.94893 -1.42707 1.81013 0.14 0.27 0.10 0.2922
H -6.25619 -0.52115 -0.64933 -0.23 -0.28 -0.22 0.3056
H -9.47054 -0.89479 1.14860 0.11 -0.14 0.27 0.3350
H -8.56407 -2.46648 1.01491 -0.06 0.13 0.16 0.2461
H -8.74144 -1.41944 -0.36908 0.07 -0.06 0.11 0.3263
H -0.87564 1.30756 5.28818 0.12 -0.06 -0.09 0.4479
H 0.38246 0.14122 4.88643 -0.07 -0.22 -0.18 0.1095
H -1.37707 -0.25314 4.70164 0.32 -0.22 -0.04 0.2756
H -0.00575 -1.67110 -1.73117 -0.43 0.39 -0.74 0.1530
H 1.86264 -1.39805 -3.07684 0.05 0.10 0.11 0.5805
H 2.56802 -0.11683 -2.13748 0.09 -0.11 0.49 0.3066
H 2.01713 -2.31681 -0.28423 0.15 0.27 0.08 0.2063
H 2.70264 -3.02972 -1.75879 -0.44 0.02 0.06 0.6221
H 4.52904 -2.05950 -1.48264 0.13 -0.08 -0.20 0.2864
H 1.20606 0.40177 -4.07981 -0.30 -0.06 0.05 0.4612
H 1.39886 1.72446 -2.96585 -0.21 -0.10 0.21 0.4253
H 0.59877 2.94301 -4.63902 -0.21 0.05 0.21 0.4724
H -1.16437 0.90871 -5.93128 0.27 -0.16 -0.13 0.2939
H -0.36001 2.27830 -6.65236 0.27 -0.30 0.12 0.3447
H 0.58634 0.79327 -6.20160 0.08 0.18 0.03 0.2971
C 3.11594 -2.86871 7.55937 -0.03 0.13 -0.15 0.6921
O 4.13082 -2.29494 7.21102 0.03 -0.08 0.08 -0.6196
N 3.13405 -4.11502 8.12862 0.05 -0.09 0.09 -0.4114
N 1.87539 -2.31754 7.40605 -0.02 0.08 0.07 -0.3529
H 2.31118 -4.60588 8.41904 -0.04 0.02 -0.03 0.1499
H 4.02920 -4.54763 8.25145 0.02 0.01 -0.03 0.2188
H 1.82798 -1.40802 6.98528 0.01 -0.02 -0.06 0.1891
H 1.02593 -2.77142 7.67980 -0.01 -0.04 -0.04 0.1495
C -1.15843 4.64803 -8.73210 0.00 -0.09 0.12 0.6326
O -0.69526 3.66619 -8.18139 -0.01 0.24 -0.27 -0.6486
N -2.48823 4.76209 -9.02513 -0.10 -0.05 -0.07 -0.3911
N -0.38613 5.71583 -9.09939 0.10 0.06 -0.06 -0.4039
H -2.89290 5.55975 -9.47482 0.02 0.03 0.01 0.1602
H -3.08036 3.99633 -8.76359 0.02 -0.01 0.05 0.2200
H 0.59354 5.66244 -8.89504 0.00 -0.02 0.03 0.2155
H -0.74589 6.53379 -9.55091 -0.04 0.00 0.01 0.1558
```
Forces are in eV/Å.

Calculated values
Kohn-Sham gap: 0.2415 Ha
electronic energy: -3921.446874 Ha
total charge: -1
HOMO level: -4.59 eV

***

The following is a quantum chemistry calculation of a molecular structure, C26H51Cl3O2P2PdSi2 at a distorted geometry, from the Open Molecules 2025 dataset.

Structure (XYZ):
```
87
Properties=species:S:1:pos:R:3:forces:R:3:mulliken_charge:R:1
Pd 0.27408 0.05530 -0.04788 -2.52 -0.13 0.51 -0.3196
C -2.08174 1.55085 0.37041 0.16 0.33 -0.11 -0.5206
C -1.05961 1.85881 1.29823 -0.34 0.50 -0.36 0.9443
C 0.13183 2.22634 0.54043 -0.56 0.24 -1.34 -1.2390
Si -1.36647 1.69560 3.12788 0.29 -0.48 -0.27 -0.1407
C -0.20123 2.11213 -0.86771 0.11 0.48 1.42 -1.1565
C -1.59122 1.67812 -0.95032 -0.21 0.55 0.44 1.0181
Si -2.67839 1.25498 -2.40211 0.41 -0.48 0.15 -0.1095
H -3.11124 1.27624 0.63640 0.76 -0.01 -0.18 0.5346
H 1.03743 2.67185 0.95085 -0.26 -0.19 -0.21 0.3630
H 0.40945 2.46168 -1.69978 -0.13 -0.18 0.33 0.3572
Cl 4.48610 -1.71479 -0.93334 0.45 -0.26 -0.08 -0.0970
C -4.46376 1.16139 -1.89736 -0.24 0.01 0.26 -1.1560
C -2.48062 2.50537 -3.76745 -0.04 0.37 -0.37 -1.0992
C -3.18471 1.58196 3.49089 -0.32 -0.05 -0.12 -1.0806
C -0.63258 3.12786 4.06074 0.11 0.42 0.28 -1.1436
H -3.10322 3.38238 -3.51397 0.25 -0.27 -0.14 0.3663
H -2.83384 2.11873 -4.73840 0.11 0.13 0.31 0.3828
H -1.44582 2.85638 -3.89397 -0.32 -0.08 0.01 0.3547
H -4.60759 0.34838 -1.16723 -0.01 0.26 -0.19 0.2660
H -5.11368 0.97064 -2.76582 0.20 0.05 0.25 0.3773
H -4.77418 2.11353 -1.43560 0.01 -0.32 -0.14 0.3447
H -1.32239 3.98434 3.95515 0.30 -0.24 0.07 0.3595
H 0.35221 3.44015 3.68353 -0.29 -0.06 0.14 0.3570
H -0.53645 2.90816 5.13754 -0.03 0.09 -0.34 0.3738
H -3.70482 2.46652 3.08755 0.08 -0.29 0.17 0.3467
H -3.37460 1.53345 4.57436 0.06 0.02 -0.30 0.3849
H -3.60218 0.67762 3.01870 0.08 0.29 0.14 0.2265
C -2.03952 -0.46813 -2.84048 -0.66 -0.13 -0.58 -1.0717
C -0.52528 0.04484 3.49009 -0.36 -0.11 0.84 -1.1383
P -0.26516 -0.68752 -2.52893 -0.23 0.17 -1.13 0.4555
H -2.24058 -0.61555 -3.91958 -0.04 -0.29 0.46 0.9237
H -2.60737 -1.22762 -2.25567 0.31 0.44 -0.31 0.1489
P 0.92103 -0.29078 2.44971 0.32 0.37 1.09 0.4828
H -1.27586 -0.76205 3.33510 0.39 0.45 0.07 0.2770
H -0.21647 0.06037 4.55305 -0.24 -0.32 -0.34 0.9420
C 1.61582 -1.89852 3.14190 0.10 0.59 -0.47 0.8550
C 2.16192 0.98478 3.12204 -0.80 -0.57 -0.44 1.2269
C 0.49545 0.43266 -3.87035 -0.52 -0.49 0.84 1.3039
C 0.09266 -2.41012 -3.20834 0.29 0.67 0.33 0.8669
C 0.18208 -3.39492 -2.05436 0.18 -0.38 0.13 -1.2133
H 1.08603 -2.28116 -3.67271 -0.24 -0.19 0.10 0.4249
C -0.89564 -2.95500 -4.23572 0.01 -0.06 -0.19 -1.6978
H -1.87675 -3.13508 -3.77508 0.23 0.05 -0.13 0.2899
H -0.49176 -3.92519 -4.55688 -0.23 0.13 -0.05 0.5100
H -1.02835 -2.33052 -5.12861 0.03 -0.16 0.31 0.3125
H 0.84658 -3.05757 -1.25162 -0.21 -0.07 -0.14 0.0983
H 0.56304 -4.35288 -2.43050 -0.08 0.07 0.09 0.5326
H -0.81186 -3.56965 -1.62368 0.33 0.06 -0.07 0.0984
H 0.08179 1.42734 -3.63838 0.21 -0.25 -0.11 -0.5050
C 0.11820 0.06670 -5.31147 0.18 0.23 -0.09 -1.7676
C 2.01249 0.44894 -3.68158 0.11 0.17 -0.14 -1.2204
H -0.96411 0.00728 -5.50754 0.38 0.01 0.20 0.3089
H 0.59001 -0.88020 -5.61446 -0.15 0.30 0.06 0.3180
H 0.51852 0.86687 -5.95371 -0.10 -0.29 0.00 0.4709
H 2.31873 0.91690 -2.73511 -0.17 -0.16 -0.30 0.0400
H 2.45240 1.01771 -4.51100 0.12 -0.14 0.18 0.5173
H 2.42883 -0.57075 -3.69848 -0.04 0.34 -0.05 0.2311
H 1.65335 1.94738 2.95241 0.25 -0.23 0.05 -0.4854
C 3.43318 0.91619 2.27658 0.17 0.19 0.04 -1.2324
C 2.48255 0.85383 4.61664 0.19 0.24 -0.04 -1.7436
H 1.60623 0.86954 5.28367 0.24 -0.04 -0.35 0.2975
H 3.10374 1.72368 4.88119 -0.08 -0.28 0.10 0.4759
H 3.06899 -0.05524 4.81764 -0.17 0.29 -0.04 0.3181
H 3.26759 1.21214 1.23084 -0.02 -0.10 0.37 0.0468
H 3.85517 -0.10116 2.27075 -0.03 0.34 0.00 0.2382
H 4.17199 1.59612 2.72003 0.04 -0.17 -0.19 0.5139
C 1.22512 -3.04527 2.22683 0.11 -0.37 -0.13 -1.2729
C 1.20712 -2.25447 4.56912 0.13 -0.04 0.17 -1.7243
H 2.70588 -1.73103 3.09321 -0.25 -0.19 0.05 0.4786
H 0.13047 -2.46294 4.62885 0.25 0.07 0.00 0.2947
H 1.46573 -1.50311 5.32582 -0.11 -0.20 -0.26 0.3136
H 1.74213 -3.18197 4.81496 -0.18 0.14 0.13 0.5078
H 0.15421 -3.25362 2.32553 0.27 0.04 -0.12 0.1438
H 1.77156 -3.94854 2.52601 -0.11 0.05 -0.06 0.5208
H 1.43974 -2.85200 1.17025 -0.12 -0.03 0.22 0.1170
C 2.16910 -0.55977 -0.47690 1.77 -1.10 -0.37 -2.2701
H 2.84024 0.26153 -0.70763 0.08 0.01 -0.03 0.4870
H 2.48184 -1.10477 0.43045 0.18 0.18 -0.51 0.8594
H 2.04863 -1.24921 -1.33107 0.38 0.28 0.37 0.8727
Cl -3.92611 -3.67920 -0.37155 0.24 0.00 0.10 -0.1992
C -2.65894 -3.42695 0.87262 0.01 -0.42 0.20 0.1318
Cl -1.44657 -4.74024 0.79975 -0.32 0.13 -0.03 -0.1343
C -2.08624 -1.99794 0.70216 -0.31 1.08 0.18 -0.5828
O -2.92624 -1.12418 1.01095 1.07 -0.75 -0.24 -0.5578
O -0.88862 -1.87202 0.29201 -1.04 -0.39 0.38 0.8541
H -3.15412 -3.51958 1.84954 0.19 0.15 -0.49 0.4146
```
Forces are in eV/Å.

Calculated values
energy above the lowest of the compared OMol25 structures with the same formula, charge and spin: 0.0 kJ/mol
Kohn-Sham gap (spin up / spin down): 0.2407 / 0.2099 Ha
spin multiplicity: 5
electronic energy: -3941.840072 Ha
total charge: 0
HOMO level (spin up / spin down): -6.01 / -8.67 eV